#w
Entry from the Open Molecules 2025 dataset: a 2-piece molecular cluster, C10H13O2 overall (ωB97M-V/def2-TZVPD).

```
! RIJCOSX wB97M-V def2-TZVPD def2/J DEFGRID3
* xyz -1 1
C -1.31 0.08 2.65
C -0.37 1.26 2.88
C -2.49 0.57 1.65
O -2.28 0.68 0.38
O -3.48 0.85 2.41
H -0.72 -0.75 2.26
H -1.77 -0.26 3.59
H 0.33 1.28 1.96
H 0.20 1.17 3.75
H -0.97 2.20 2.92
C 2.13 1.33 -1.78
C 1.00 -2.26 -1.64
C 1.79 -1.08 -1.70
C -0.40 -2.19 -1.59
C 1.20 0.14 -1.73
C -0.94 -0.93 -1.52
C -0.16 0.19 -1.65
H 1.64 -3.22 -1.61
H 2.89 -1.12 -1.76
H -0.93 -3.15 -1.48
H -1.93 -0.68 -1.13
H 1.59 2.14 -1.29
H 2.63 1.46 -2.80
H -0.77 1.10 -1.52
H 3.12 1.19 -1.25
*
```

- HOMO-LUMO gap: 7.285 eV

Here are the Löwdin charges for atoms 1 to 4, given in e:
1. C -0.21
2. C -0.14
3. C -0.64
4. O -0.12


#x
Entry from the Open Molecules 2025 dataset: a 2-piece molecular cluster, C10H13O2 overall (ωB97M-V/def2-TZVPD).

```
! RIJCOSX wB97M-V def2-TZVPD def2/J DEFGRID3
* xyz -1 1
C 0.52 -2.92 0.83
C -0.85 -2.43 1.37
C 0.61 -2.95 -0.78
O -0.37 -2.30 -1.25
O 1.52 -3.50 -1.49
H 1.38 -2.25 1.04
H 0.81 -3.91 1.32
H -1.19 -1.32 0.88
H -0.70 -2.33 2.49
H -1.61 -3.12 1.19
C -1.58 2.56 0.94
C 1.63 0.92 -0.20
C 0.63 1.47 0.63
C 1.49 1.04 -1.59
C -0.48 2.15 0.06
C 0.40 1.71 -2.19
C -0.55 2.28 -1.38
H 2.51 0.43 0.28
H 0.76 1.33 1.74
H 2.23 0.43 -2.13
H 0.06 1.72 -3.28
H -2.08 3.40 0.31
H -1.42 2.92 2.02
H -1.34 2.89 -1.81
H -2.38 1.76 1.00
*
```

- HOMO-LUMO gap: 7.023 eV

Here are the Löwdin charges for atoms 1 to 4, given in e:
1. C -0.20
2. C -0.16
3. C -0.71
4. O -0.13


The least stable of them is #x.


#w
Entry from the Open Molecules 2025 dataset: one molecule with the formula C3H6O3S (ωB97M-V/def2-TZVPD).

```
! RIJCOSX wB97M-V def2-TZVPD def2/J DEFGRID3
* xyz 0 1
C -0.42 -0.60 0.66
C -0.93 -0.84 -0.75
C 0.42 0.66 0.57
O 2.58 -0.22 -0.71
O 0.14 -0.76 -1.64
O -0.40 1.80 0.52
S 1.36 0.47 -1.07
H -1.23 -0.48 1.37
H 0.22 -1.42 0.97
H -1.37 -1.84 -0.86
H -1.70 -0.09 -1.00
H 1.18 0.73 1.35
H 0.14 2.59 0.59
*
```

- HOMO-LUMO gap: 9.967 eV

Here are the Löwdin charges for atoms 1 to 4, given in e:
1. C -0.15
2. C -0.30
3. C -0.48
4. O -0.47


#x
Entry from the Open Molecules 2025 dataset: one molecule with the formula C3H6O3S (ωB97M-V/def2-TZVPD).

```
! RIJCOSX wB97M-V def2-TZVPD def2/J DEFGRID3
* xyz 0 1
C -1.52 1.44 -0.67
C 0.40 -1.63 0.13
C 0.09 1.39 0.08
O -2.38 0.71 -0.37
O 0.33 -0.02 -2.14
O 2.28 0.07 -0.73
S 0.86 -0.06 -0.79
H -1.43 2.22 -1.50
H -0.68 -1.72 0.33
H 0.94 -2.48 -0.50
H 1.14 -1.32 0.90
H 0.22 1.10 1.18
H 0.58 2.26 -0.22
*
```

- Structure (SMILES): CS(=O)(=O)CC=O
- HOMO-LUMO gap: 10.573 eV

Here are the Löwdin charges for atoms 1 to 4, given in e:
1. C -0.22
2. C -0.11
3. C -0.14
4. O 0.07


The least stable of them is #x.


#w
Entry from the Open Molecules 2025 dataset: a 2-piece molecular cluster, CH8N2S2 overall (ωB97M-V/def2-TZVPD).

```
! RIJCOSX wB97M-V def2-TZVPD def2/J DEFGRID3
* xyz 0 1
S -0.66 2.87 0.85
S -0.39 1.23 2.23
H -1.05 3.57 1.95
H 0.36 0.20 2.59
N -0.95 -0.42 -1.42
C 0.41 -1.04 -1.30
N 1.10 -1.13 -0.06
H -0.70 0.58 -1.36
H -1.53 -0.72 -0.64
H 0.96 -0.46 -2.07
H 0.37 -2.00 -1.83
H 1.35 -2.04 0.31
H 0.73 -0.63 0.74
*
```

- Structure (SMILES): NCN.SS
- HOMO-LUMO gap: 7.366 eV

Here are the Löwdin charges for atoms 1 to 4, given in e:
1. S 0.27
2. S 0.21
3. H -0.19
4. H -0.21


#x
Entry from the Open Molecules 2025 dataset: a 2-piece molecular cluster, CH8N2S2 overall (ωB97M-V/def2-TZVPD).

```
! RIJCOSX wB97M-V def2-TZVPD def2/J DEFGRID3
* xyz 0 1
S -0.22 0.44 -1.20
S -0.94 2.34 -0.62
H 1.10 0.58 -0.95
H -1.03 2.02 0.71
N 1.25 -0.68 1.29
C 1.10 -2.16 1.08
N -0.22 -2.64 0.81
H 0.60 -0.42 2.04
H 2.18 -0.54 1.66
H 1.56 -2.64 1.95
H 1.74 -2.36 0.21
H -0.68 -1.99 0.17
H -0.73 -2.63 1.69
*
```

- Structure (SMILES): NCN.SS
- HOMO-LUMO gap: 9.260 eV

Here are the Löwdin charges for atoms 1 to 4, given in e:
1. S 0.22
2. S 0.22
3. H -0.19
4. H -0.21


The least stable of them is #w.


#w
Entry from the Open Molecules 2025 dataset: one molecule with the formula C4H6FNS2 (ωB97M-V/def2-TZVPD).

```
! RIJCOSX wB97M-V def2-TZVPD def2/J DEFGRID3
* xyz 0 1
C 0.16 0.94 -0.80
C 1.38 0.21 -0.20
C 0.32 0.56 0.69
C -0.54 -0.39 1.38
H -0.91 -0.66 -1.29
H -0.29 0.17 -2.74
H 0.33 1.94 -0.96
H 2.14 0.83 0.06
H 1.35 -0.85 -0.51
H -1.83 -2.26 1.26
N -0.81 0.30 -1.71
F 0.67 1.60 1.51
S -0.76 -2.02 0.50
S -1.21 -0.36 2.79
*
```

- Structure (SMILES): N[C@@H]1C[C@]1(F)C(=S)S
- HOMO-LUMO gap: 8.451 eV

Here are the Löwdin charges for atoms 1 to 4, given in e:
1. C -0.24
2. C -0.02
3. C -0.57
4. C -1.02


#x
Entry from the Open Molecules 2025 dataset: one molecule with the formula C4H6FNS2 (ωB97M-V/def2-TZVPD).

```
! RIJCOSX wB97M-V def2-TZVPD def2/J DEFGRID3
* xyz 0 1
C 2.67 0.19 0.24
C 0.10 0.85 -0.34
C -1.23 0.80 -0.18
C -2.17 -0.35 -0.10
H 2.50 0.27 1.31
H 3.48 -0.52 0.09
H 2.96 1.17 -0.20
H 0.54 1.83 -0.37
H -2.22 -2.36 0.14
H -0.61 -1.70 0.30
N -1.61 -1.55 0.10
F -1.85 1.98 -0.09
S 1.23 -0.47 -0.63
S -3.79 -0.15 -0.27
*
```

- Structure (SMILES): CS/C=C(/F)C(N)=S
- HOMO-LUMO gap: 8.306 eV

Here are the Löwdin charges for atoms 1 to 4, given in e:
1. C -0.39
2. C -0.34
3. C -0.38
4. C -0.85


#y
Entry from the Open Molecules 2025 dataset: one molecule with the formula C4H6FNS2 (ωB97M-V/def2-TZVPD).

```
! RIJCOSX wB97M-V def2-TZVPD def2/J DEFGRID3
* xyz 0 1
C 1.33 -0.86 -0.34
C 1.82 0.35 0.45
C -1.14 -0.09 -0.02
C -0.11 -1.20 -0.06
H 1.50 -0.70 -1.42
H 2.88 0.53 0.24
H 1.63 0.20 1.51
H -1.38 1.87 0.26
H -0.42 -1.98 -0.78
H -0.15 -1.68 0.91
N -0.67 1.17 0.11
F 2.06 -1.98 0.06
S 0.93 1.79 -0.16
S -2.77 -0.41 0.03
*
```

- Structure (SMILES): F[C@@H]1CSNC(=S)C1
- HOMO-LUMO gap: 8.836 eV

Here are the Löwdin charges for atoms 1 to 4, given in e:
1. C -0.42
2. C -0.41
3. C -0.88
4. C -0.17


The least stable of them is #w.


#w
Entry from the Open Molecules 2025 dataset: one molecule with the formula C2HBrClNO2 (ωB97M-V/def2-TZVPD).

```
! RIJCOSX wB97M-V def2-TZVPD def2/J DEFGRID3
* xyz 0 1
C -0.83 1.45 -0.74
C 0.72 -1.35 0.55
N 0.14 -0.61 -0.30
O -0.37 0.58 0.20
O -1.40 2.45 -0.43
Cl 1.39 -2.82 0.11
Br 0.97 -0.80 2.38
H -0.63 1.10 -1.77
*
```

- Structure (SMILES): O=CO/N=C(/Cl)Br
- HOMO-LUMO gap: 10.908 eV

Here are the Löwdin charges for atoms 1 to 4, given in e:
1. C -0.33
2. C -1.22
3. N -0.03
4. O -0.09


#x
Entry from the Open Molecules 2025 dataset: one molecule with the formula C2HBrClNO2 (ωB97M-V/def2-TZVPD).

```
! RIJCOSX wB97M-V def2-TZVPD def2/J DEFGRID3
* xyz 0 1
C -1.66 0.71 0.12
C 1.46 -0.70 -0.05
N 0.21 -0.59 -0.12
O -0.34 0.69 -0.09
O -2.29 1.68 -0.03
Cl 2.11 -2.24 -0.13
Br 2.68 0.77 -0.11
H -2.17 -0.32 0.41
*
```

- Structure (SMILES): O=CO/N=C(/Cl)Br
- HOMO-LUMO gap: 10.857 eV

Here are the Löwdin charges for atoms 1 to 4, given in e:
1. C -0.38
2. C -1.24
3. N -0.04
4. O -0.06


The least stable of them is #x.


#w
Entry from the Open Molecules 2025 dataset: a 2-piece molecular cluster, CH5O2P overall (ωB97M-V/def2-TZVPD).

```
! RIJCOSX wB97M-V def2-TZVPD def2/J DEFGRID3
* xyz 0 1
C 2.09 0.62 0.01
O -2.69 0.61 -0.41
O -0.57 0.15 0.83
P -1.69 -0.39 0.04
H 1.36 1.26 -0.36
H 1.78 -0.47 -0.18
H 3.09 0.70 0.48
H -1.08 -0.87 -1.01
H -2.28 -1.61 0.59
*
```

- HOMO-LUMO gap (alpha / beta): 9.698 / 4.858 eV

Here are the Löwdin charges for atoms 1 to 4, given in e:
1. C 0.18
2. O -0.36
3. O -0.28
4. P 0.39


#x
Entry from the Open Molecules 2025 dataset: one molecule with the formula CH5O2P (ωB97M-V/def2-TZVPD).

```
! RIJCOSX wB97M-V def2-TZVPD def2/J DEFGRID3
* xyz 0 1
C -0.73 -0.07 -0.92
O -1.57 -0.30 0.15
O 1.16 0.53 1.28
P 1.37 -0.29 -0.15
H -0.77 0.94 -1.32
H -0.86 -0.83 -1.68
H -1.42 0.36 0.83
H 1.85 1.18 1.41
H 0.99 -1.53 0.39
*
```

- Structure (SMILES): OCPO
- HOMO-LUMO gap: 9.111 eV

Here are the Löwdin charges for atoms 1 to 4, given in e:
1. C -0.34
2. O -0.13
3. O -0.46
4. P 0.81


The least stable of them is #w.